113
Properties=species:S:1:pos:R:3 method="wB97M-V/def2-TZVPD" smiles=CCCCN[C@H](C)[C@H](CC(N)(N)N)OC.CCCC#N.CCCC#N.CCCC#N.CCCC#N.CCCC#N.CCCC#N e_lumo_ev=0.46 max_force_ev_per_a=2.12 orbital_gap_ev=8.768 total_energy_ev=-53306.7201 charge=0
C -1.048 -6.717 -0.827
C -0.892 -5.621 0.354
C -1.711 -4.347 -0.113
C -1.103 -2.936 0.291
N 0.281 -2.962 0.799
C 0.948 -1.646 0.758
C 0.019 -0.399 1.112
C 1.673 -1.318 -0.612
C 2.826 -2.347 -0.998
C 3.344 -2.135 -2.500
N 4.124 -0.854 -2.614
N 2.214 -2.021 -3.467
N 4.164 -3.296 -2.959
O 2.347 -0.040 -0.405
C 1.845 0.970 -1.286
H -2.130 -6.992 -0.968
H -0.374 -7.601 -0.623
H -0.702 -6.173 -1.767
H 0.215 -5.471 0.469
H -1.382 -6.098 1.261
H -2.734 -4.412 0.387
H -1.935 -4.424 -1.226
H -1.085 -2.303 -0.659
H -1.841 -2.408 0.975
H 0.325 -3.350 1.751
H 1.765 -1.665 1.553
H 0.600 0.536 1.357
H -0.708 -0.714 1.910
H -0.603 -0.154 0.187
H 0.914 -1.267 -1.445
H 2.523 -3.421 -0.856
H 3.725 -2.098 -0.342
H 5.099 -0.999 -2.349
H 4.031 -0.483 -3.560
H 2.604 -2.221 -4.396
H 1.870 -1.056 -3.464
H 4.924 -3.431 -2.282
H 4.543 -3.018 -3.871
H 0.733 0.867 -1.496
H 1.952 1.982 -0.769
H 2.449 1.063 -2.244
C 4.736 -4.165 3.657
C 4.361 -2.740 4.048
C 3.223 -2.682 5.071
C 1.995 -3.316 4.503
N 1.041 -3.802 4.054
H 3.904 -4.682 3.174
H 5.568 -4.158 2.951
H 5.039 -4.745 4.533
H 4.077 -2.188 3.147
H 5.241 -2.242 4.465
H 3.000 -1.645 5.329
H 3.504 -3.206 5.988
C -2.135 -0.170 -6.033
C -0.904 -0.821 -5.411
C -1.098 -1.161 -3.931
C -1.377 0.084 -3.154
N -1.600 1.049 -2.547
H -2.368 0.785 -5.557
H -1.963 0.029 -7.093
H -3.006 -0.818 -5.947
H -0.048 -0.148 -5.527
H -0.669 -1.737 -5.959
H -0.198 -1.636 -3.533
H -1.932 -1.855 -3.802
C -1.843 4.747 1.126
C -2.255 3.869 -0.051
C -1.375 4.075 -1.286
C -1.468 5.494 -1.748
N -1.544 6.596 -2.108
H -1.944 5.809 0.891
H -2.478 4.545 1.992
H -0.806 4.556 1.414
H -3.299 4.078 -0.301
H -2.200 2.819 0.252
H -1.701 3.416 -2.092
H -0.332 3.841 -1.058
C -4.179 3.602 6.101
C -4.319 4.065 4.655
C -4.446 2.903 3.667
C -3.228 2.040 3.732
N -2.279 1.371 3.782
H -3.272 3.013 6.249
H -4.121 4.462 6.771
H -5.037 2.994 6.403
H -3.452 4.679 4.394
H -5.202 4.704 4.569
H -4.556 3.285 2.649
H -5.325 2.297 3.898
C 5.473 1.891 6.763
C 5.315 2.350 5.317
C 5.202 1.184 4.332
C 6.437 0.343 4.389
N 7.397 -0.309 4.435
H 6.392 1.319 6.906
H 5.520 2.753 7.432
H 4.628 1.268 7.071
H 6.169 2.979 5.049
H 4.420 2.972 5.237
H 5.078 1.562 3.314
H 4.336 0.562 4.570
C -6.450 3.445 -7.384
C -6.025 3.489 -5.921
C -4.729 2.720 -5.653
C -4.905 1.279 -6.010
N -5.043 0.160 -6.288
H -6.663 2.424 -7.710
H -7.360 4.029 -7.533
H -5.671 3.857 -8.032
H -6.831 3.082 -5.304
H -5.887 4.532 -5.622
H -4.459 2.792 -4.597
H -3.907 3.135 -6.242